# 1
A molecular structure, C10H27AlF3IN8O5P, computed with ωB97M-V with the def2-TZVPD basis set.

Properties
E_tot   -2392.86023 Eh
Total charge   -1
HOMO-LUMO gap   5.43 eV

Element x y z (Å)
C: -0.044 -1.450 1.194
C: 1.464 -1.528 1.379
N: 2.082 -0.410 0.648
C: 3.485 -0.205 1.091
C: 3.580 0.678 2.336
Al: 2.184 2.112 2.545
I: 3.435 4.208 3.517
P: 0.556 1.559 4.198
N: 0.532 -0.224 4.224
O: -0.943 1.933 3.560
C: 1.243 2.811 0.844
F: 1.969 2.842 -0.335
F: 0.067 2.170 0.521
F: 0.848 4.131 1.008
C: 2.099 -0.760 -0.767
C: 1.137 0.006 -1.623
O: 2.875 -1.590 -1.228
H: -0.310 -0.402 1.256
H: -0.293 -1.817 0.203
H: -0.574 -1.999 1.961
H: 1.723 -1.457 2.428
H: 1.861 -2.477 1.008
H: 3.925 -1.180 1.317
H: 4.067 0.198 0.270
H: 4.562 1.147 2.340
H: 3.553 0.036 3.217
H: -0.187 -0.463 4.900
H: 1.398 -0.460 4.700
H: -1.243 1.273 2.924
H: 0.353 -0.652 -1.980
H: 1.649 0.425 -2.476
H: 0.737 0.814 -1.036
C: 0.839 2.677 -4.356
O: 0.901 1.493 -4.071
N: 0.690 3.121 -5.648
N: 0.920 3.645 -3.400
H: 0.642 4.089 -5.897
H: 0.637 2.426 -6.366
H: 1.039 3.344 -2.444
H: 0.877 4.625 -3.598
C: -2.341 -2.190 -2.885
O: -1.708 -2.067 -1.856
N: -3.290 -3.170 -3.057
N: -2.150 -1.360 -3.956
H: -3.819 -3.289 -3.899
H: -3.438 -3.798 -2.292
H: -1.454 -0.640 -3.857
H: -2.653 -1.440 -4.817
C: -3.851 -1.725 2.440
O: -3.059 -0.883 2.806
N: -3.934 -2.125 1.131
N: -4.719 -2.350 3.304
H: -4.575 -2.820 0.804
H: -3.292 -1.702 0.481
H: -4.676 -2.079 4.267
H: -5.376 -3.050 3.021

Results of the Mulliken charge analysis, in e, for atoms 1 through 6: atom 1 (C): -1.0395, atom 2 (C): -0.8852, atom 3 (N): 0.8544, atom 4 (C): -1.1451, atom 5 (C): -0.7704, atom 6 (Al): -0.1564



# 2
C3H3NOS in the gas phase, computed with ωB97M-V with the def2-TZVPD basis set.

Properties
E_tot   -644.10391 Eh
Energy relative to the best compared isomer or geometry (same formula, charge and spin)   480.52 kJ/mol
Total charge   0
HOMO-LUMO gap (alpha / beta)   7.56 / 7.56 eV

Element x y z (Å)
C: 0.664 -1.159 1.164
C: 0.948 0.297 -1.032
C: -0.961 1.162 0.151
N: -0.188 0.762 -0.717
O: -2.193 0.945 0.440
S: 1.785 -0.882 0.012
H: 1.079 -1.872 1.882
H: 1.461 0.592 -1.925
H: -2.594 0.156 0.027

Results of the Mulliken charge analysis, in e, for atoms 1 through 6: atom 1 (C): -0.4713, atom 2 (C): -0.0776, atom 3 (C): 0.0890, atom 4 (N): -0.1457, atom 5 (O): -0.3358, atom 6 (S): 0.0395



# 3
A molecular structure, C36H32ClEuN4O5, computed with ωB97M-V with the def2-TZVPD basis set.

Properties
E_tot   -3156.81494 Eh
⟨S²⟩   12.046
2S+1   7
Total charge   0
HOMO-LUMO gap (alpha / beta)   4.07 / 5.59 eV

Element x y z (Å)
Eu: -0.179 0.455 0.079
O: 3.531 1.951 0.003
C: 2.371 1.978 0.417
N: 1.724 1.106 1.194
C: 2.488 0.060 1.754
C: 3.678 0.321 2.426
C: 4.400 -0.700 3.013
C: 3.919 -1.994 2.956
C: 2.736 -2.275 2.296
C: 2.009 -1.269 1.661
N: 0.822 -1.475 0.929
C: 0.545 -2.689 0.442
O: 1.192 -3.737 0.493
C: -0.793 -2.751 -0.278
C: -1.376 -4.006 -0.454
C: -2.575 -4.111 -1.131
C: -3.135 -2.953 -1.650
C: -2.500 -1.746 -1.423
N: -1.362 -1.626 -0.733
C: 1.490 3.153 0.032
C: 2.076 4.389 -0.218
C: 1.271 5.454 -0.575
C: -0.096 5.237 -0.688
C: -0.597 3.976 -0.422
N: 0.168 2.951 -0.051
H: 4.035 1.338 2.465
H: 5.337 -0.486 3.511
H: 4.473 -2.798 3.418
H: 2.381 -3.290 2.255
H: -0.856 -4.867 -0.061
H: -3.064 -5.068 -1.251
H: -4.046 -2.983 -2.226
H: -2.921 -0.826 -1.809
H: 3.147 4.471 -0.135
H: 1.697 6.428 -0.767
H: -0.763 6.031 -0.975
H: -1.656 3.768 -0.516
C: -1.604 -1.883 3.051
C: -1.897 -0.524 2.488
C: -3.003 -0.330 1.655
C: -3.376 0.944 1.234
C: -4.617 1.153 0.420
C: -2.628 2.041 1.660
C: -1.512 1.883 2.483
C: -0.788 3.076 3.037
C: -1.151 0.590 2.885
H: -1.836 -2.664 2.329
H: -2.214 -2.049 3.940
H: -0.557 -1.966 3.330
H: -3.628 -1.176 1.398
H: -5.366 1.680 1.011
H: -5.038 0.203 0.098
H: -4.391 1.756 -0.457
H: -2.975 3.038 1.417
H: -1.155 3.293 4.041
H: -0.954 3.956 2.419
H: 0.280 2.877 3.098
H: -0.346 0.461 3.601
C: -0.320 -1.295 -4.053
C: 0.855 -1.586 -3.162
C: 1.405 -2.864 -3.245
C: 2.488 -3.246 -2.476
Cl: 3.094 -4.847 -2.603
C: 3.085 -2.347 -1.604
C: 2.569 -1.073 -1.524
C: 1.451 -0.682 -2.272
O: 1.052 0.622 -1.968
C: 0.419 1.445 -2.955
C: -1.129 1.583 -2.671
O: -1.825 2.057 -3.547
O: -1.498 1.180 -1.525
H: -0.815 -2.228 -4.315
H: 0.007 -0.833 -4.986
H: -1.046 -0.642 -3.579
H: 0.963 -3.583 -3.918
H: 3.927 -2.634 -0.996
H: 3.041 -0.337 -0.886
H: 0.599 1.087 -3.968
H: 0.865 2.447 -2.865

Results of the Mulliken charge analysis, in e, for atoms 1 through 6: atom 1 (Eu): -0.3962, atom 2 (O): -0.6867, atom 3 (C): -0.0316, atom 4 (N): 0.7243, atom 5 (C): 0.0706, atom 6 (C): -0.6362